[1]
15
Properties=species:S:1:pos:R:3:lowdin_charge:R:1 method="wB97M-V/def2-TZVPD" gap_ev=10.28 relative_energy_ev=3.782 total_charge=0 lumo_energy_ev=0.9 largest_force_ha_per_bohr=0.00509
O -0.9169 0.9821 0.5539 -0.108
C -1.4467 -0.1831 -0.0830 -0.148
C -0.1316 -0.9565 -0.2946 -0.229
C 0.7378 -0.6344 0.9687 -0.025
C 0.7530 0.7708 0.3332 -0.497
O 1.0288 1.9930 0.6185 -0.033
C 0.6941 0.1048 -1.0486 -0.053
H -0.3304 1.9801 0.3619 0.205
H -2.1461 -0.6619 0.6098 0.126
H -1.9583 0.0402 -1.0254 0.125
H -0.2126 -1.9788 -0.6666 0.138
H 0.2978 -0.7317 1.9630 0.122
H 1.7104 -1.1309 0.9126 0.122
H 0.2311 0.6552 -1.8737 0.126
H 1.6897 -0.2490 -1.3298 0.129

---

[2]
14
Properties=species:S:1:pos:R:3:lowdin_charge:R:1 method="wB97M-V/def2-TZVPD" gap_ev=9.60 relative_energy_ev=4.687 total_charge=0 lumo_energy_ev=0.9 largest_force_ha_per_bohr=0.04370
C 0.6876 0.6572 0.3964 -0.130
C 1.5251 -0.3939 -0.1644 -0.056
O -0.5685 -1.6650 -0.4360 -0.120
C -1.5125 -1.1678 0.1747 -0.271
O -1.0420 0.5654 0.6869 -0.127
C -0.4044 1.2810 -0.3191 -0.222
H 1.1348 1.1246 1.2705 0.143
H 2.1569 0.5284 -0.3960 0.131
H 1.2143 -0.8744 -1.0900 0.086
H 2.0426 -1.0598 0.5373 0.103
H -1.7035 -1.3947 1.2381 0.103
H -2.4288 -0.8702 -0.3701 0.104
H -0.5342 2.3456 -0.1905 0.118
H -0.5674 0.9236 -1.3379 0.136

---

[3]
25
Properties=species:S:1:pos:R:3:lowdin_charge:R:1 method="wB97M-V/def2-TZVPD" gap_ev=8.67 relative_energy_ev=4.566 total_charge=+1 lumo_energy_ev=-3.5 largest_force_ha_per_bohr=0.13484
K -2.1959 1.4914 1.7035 0.955
C -4.1403 -3.7403 1.1252 -0.842
O -3.6138 -2.6852 0.7865 0.006
N -4.6926 -4.6429 0.4622 0.188
N -4.0355 -4.1465 2.3447 0.146
H -4.6352 -4.5011 -0.5361 0.142
H -4.5969 -5.4945 0.9969 0.129
H -4.5632 -4.9165 2.7303 0.124
H -3.4284 -3.5011 2.8295 0.123
C 0.5985 3.5540 -2.8364 -0.860
O 0.3798 2.8863 -1.8859 0.053
N 0.7308 4.8186 -2.8356 0.166
N 0.6981 3.1600 -4.0696 0.166
H 0.9918 5.1812 -3.7414 0.109
H 0.8070 5.4023 -2.0148 0.134
H 0.9822 3.9497 -4.6316 0.111
H 0.4215 2.1968 -4.1957 0.133
C 3.3103 0.3694 1.8931 -0.739
O 2.3375 1.0428 2.2262 -0.001
N 4.3298 0.0016 2.7003 0.148
N 3.5681 -0.0055 0.6719 0.156
H 4.3064 0.4362 3.6118 0.115
H 5.0755 -0.5648 2.3220 0.104
H 4.3778 -0.5661 0.4481 0.111
H 2.9865 0.2741 -0.1050 0.121

---

[4]
52
Properties=species:S:1:pos:R:3:lowdin_charge:R:1 method="wB97M-V/def2-TZVPD" gap_ev=8.86 relative_energy_ev=3.102 total_charge=0 lumo_energy_ev=0.6 largest_force_ha_per_bohr=0.01687 smiles="O=C(Nc1ccnn1C1CCN(C[C@H](O)CO)CC1)C1CCCC1"
O 2.3832 0.8080 -0.7363 0.097
C 3.0056 0.1392 0.0541 -0.446
N 2.5910 -1.0978 0.4709 0.152
C 1.5156 -1.7960 -0.0928 -0.242
C 1.5214 -3.0111 -0.7502 -0.007
C 0.1803 -3.2292 -1.0744 -0.137
N -0.5748 -2.2360 -0.6494 0.081
N 0.2317 -1.3685 -0.0457 -0.036
C -0.2589 -0.1629 0.5853 -0.255
C -0.7303 0.8678 -0.4440 -0.113
C -2.0519 0.4546 -1.0780 -0.194
N -3.0678 0.3197 -0.0450 -0.157
C -4.3892 0.1435 -0.6100 -0.154
C -5.5008 0.3495 0.4283 -0.365
O -5.7921 -0.8018 1.1883 -0.038
C -6.7824 0.8588 -0.2615 -0.231
O -6.5999 2.0838 -0.9218 -0.059
C -2.7095 -0.7688 0.8526 -0.194
C -1.3976 -0.4583 1.5659 -0.107
C 4.3153 0.5610 0.7047 -0.224
C 5.4802 -0.2955 0.1558 -0.154
C 6.6257 0.6942 -0.0441 -0.194
C 5.9070 1.9505 -0.5235 -0.186
C 4.6749 2.0213 0.3795 -0.144
H 3.2486 -1.6614 0.9899 0.149
H 2.3662 -3.6335 -0.9625 0.094
H -0.2569 -4.0573 -1.5959 0.099
H 0.5921 0.2497 1.1379 0.140
H 0.0374 0.9961 -1.2068 0.104
H -0.8672 1.8182 0.0728 0.124
H -2.3708 1.2308 -1.7783 0.121
H -1.9177 -0.4870 -1.6346 0.113
H -4.5142 -0.8520 -1.0794 0.139
H -4.5246 0.9018 -1.3860 0.121
H -5.1626 1.0946 1.1580 0.154
H -6.0017 -1.5241 0.5843 0.099
H -7.5818 0.9274 0.4903 0.124
H -7.0936 0.1491 -1.0341 0.129
H -6.2832 2.7342 -0.2846 0.095
H -3.5002 -0.8786 1.5963 0.112
H -2.6063 -1.7160 0.2999 0.108
H -1.5346 0.4271 2.1884 0.120
H -1.1294 -1.2978 2.2102 0.119
H 4.2149 0.4198 1.7847 0.145
H 5.1995 -0.7237 -0.8090 0.123
H 5.7494 -1.1108 0.8277 0.109
H 7.1226 0.8889 0.9079 0.114
H 7.3670 0.3311 -0.7543 0.108
H 5.5995 1.8238 -1.5619 0.116
H 6.5246 2.8440 -0.4515 0.107
H 4.9070 2.5641 1.2959 0.114
H 3.8392 2.5155 -0.1142 0.107

---

[5]
50
Properties=species:S:1:pos:R:3:lowdin_charge:R:1 method="wB97M-V/def2-TZVPD" gap_ev=8.92 relative_energy_ev=1.113 total_charge=0 lumo_energy_ev=0.4 largest_force_ha_per_bohr=0.07673 smiles="NCCCC[C@H](NC(=O)CNC(=O)CCc1ccccc1)B(O)O"
N 0.2270 1.5539 3.2530 -0.017
C -0.4761 0.3426 3.1679 -0.351
C 0.1840 -0.8038 2.4476 -0.192
C -0.7292 -2.0708 2.3557 -0.149
C -1.9016 -1.9641 1.3319 -0.151
C -1.4010 -1.5777 -0.0267 -0.206
N -1.0997 -0.1389 -0.1398 0.145
C -1.9954 0.8847 0.1101 -0.450
O -3.1813 0.7339 0.4108 0.042
C -1.4808 2.2809 -0.0228 -0.101
N -0.5234 2.5477 -1.0729 0.069
C 0.8327 2.7805 -0.8597 -0.434
O 1.2722 2.9000 0.2996 0.045
C 1.6414 2.8575 -2.1361 -0.103
C 2.8099 1.8621 -2.1413 -0.118
C 2.3993 0.4148 -1.6839 -0.224
C 1.6513 -0.4016 -2.5291 -0.068
C 1.3868 -1.6848 -2.1817 -0.058
C 1.7686 -2.0350 -0.8646 -0.122
C 2.4463 -1.2785 0.0311 -0.074
C 2.7846 0.0143 -0.4263 -0.029
B -2.4280 -2.1329 -1.0949 -0.694
O -1.9608 -3.0531 -2.0427 0.146
O -3.6406 -1.6295 -1.1274 0.213
H 0.4972 2.0216 2.3643 0.048
H -0.3495 2.3245 3.6671 0.092
H -0.9177 0.0510 4.1551 0.136
H -1.3471 0.5799 2.5326 0.087
H 1.1763 -0.9186 2.9405 0.114
H 0.4908 -0.4757 1.3941 0.093
H -1.1582 -2.4418 3.2663 0.099
H -0.1642 -2.9159 1.9859 0.096
H -2.4615 -2.8578 1.3997 0.111
H -2.6039 -1.1830 1.6720 0.118
H -0.5391 -2.2564 -0.1685 0.120
H -0.2814 0.0227 -0.7387 0.126
H -2.4160 2.8728 -0.1118 0.137
H -1.1215 2.6673 1.0025 0.150
H -0.7333 2.0035 -1.9148 0.143
H 1.9090 3.8832 -2.2878 0.117
H 0.9751 2.7025 -2.9713 0.103
H 3.5429 2.1309 -1.3822 0.100
H 3.5087 1.8188 -3.0526 0.141
H 1.4037 -0.0508 -3.5136 0.114
H 0.8850 -2.4308 -2.7490 0.104
H 1.4018 -2.9900 -0.5610 0.099
H 2.7180 -1.7288 0.9905 0.120
H 3.3080 0.5743 0.2837 0.103
H -2.6822 -3.0115 -2.6931 0.106
H -3.6270 -0.7942 -0.5678 0.106

---

[6]
19
Properties=species:S:1:pos:R:3:lowdin_charge:R:1 method="wB97M-V/def2-TZVPD" gap_ev=8.86 relative_energy_ev=5.190 total_charge=+1 lumo_energy_ev=-3.7 largest_force_ha_per_bohr=0.09190
C -3.5872 -1.6708 0.3679 -0.045
C 2.0113 0.2046 -0.4784 -0.069
C 0.8682 0.3209 -0.2298 -0.091
C -3.2641 0.7330 -0.1630 -0.074
C 4.0480 0.0691 0.6589 -0.059
C 3.3882 -0.0238 -0.7229 -0.235
N -3.5466 -0.3569 0.0295 0.171
N -2.8516 1.9140 -0.3563 0.251
F -0.4221 0.4374 -0.0803 0.065
H -4.6007 -2.0364 0.6351 0.122
H -2.8055 -1.9415 1.1897 0.164
H -3.2155 -2.3822 -0.3167 0.090
H 4.9808 -0.3477 0.5973 0.053
H 4.0620 1.0967 0.8269 0.066
H 3.4159 -0.3228 1.3944 0.066
H 3.8254 0.4896 -1.5504 0.113
H 3.4453 -1.0179 -1.1589 0.119
H -3.2582 2.4852 -1.0770 0.162
H -2.4937 2.3494 0.4340 0.130